# 1
ORCA calculation (wB97M-V/def2-TZVPD) on a gas-phase ion, C3H7O (charge -1).

Last column: natural (NBO) charge in e.
Atoms and positions in Å:
O 1.200 -1.487 -0.515  -0.958
C -0.092 -1.135 -0.604  -0.005
C -0.523 0.004 0.367  -0.425
C 0.495 1.144 0.349  -0.626
H -0.685 -0.369 1.384  0.164
H -0.380 -0.766 -1.630  0.050
H 0.387 1.830 1.186  0.168
H 0.417 1.685 -0.589  0.179
H 1.491 0.689 0.410  0.239
H -1.506 0.386 0.037  0.152
H -0.804 -1.982 -0.393  0.062

Cartesian forces (eV/Å) of the 6 atoms listed first:
O -0.120 0.005 0.093
C 0.390 -0.215 0.175
C -0.363 0.378 -0.207
C 0.170 -0.619 0.243
H 0.308 -0.135 0.014
H -0.100 0.040 -0.048

Output
**Energy relative to the best compared isomer or geometry (same formula, charge and spin)**: 33.5 kJ/mol
**Total charge**: -1
**HOMO level**: -2.01 eV
**Structure (SMILES)**: CCC[O-]
**E**: -5271.34236 eV

***

# 2
ORCA calculation (wB97M-V/def2-TZVPD) on a molecular structure, C3H7O2.

Last column: natural (NBO) charge in e.
Atoms and positions in Å:
O -0.312 0.681 0.697  -0.775
O 0.408 -1.652 0.003  -0.774
C 0.256 -0.533 -0.505  0.464
C -1.616 0.972 0.848  -0.209
C 1.501 0.252 -0.978  -0.696
H -2.080 1.538 -0.010  0.092
H 2.410 -0.213 -0.623  0.200
H -1.904 1.648 1.681  0.126
H -0.630 -0.331 -1.145  0.053
H -2.242 0.068 1.009  0.119
H 1.554 0.211 -2.074  0.172
H 1.256 1.284 -0.727  0.229

Cartesian forces (eV/Å) of the 6 atoms listed first:
O 1.141 0.562 0.580
O -0.055 -0.657 0.165
C -0.005 0.513 -0.003
C -1.352 -0.071 -0.583
C -1.309 0.048 -0.798
H 0.130 -0.394 -0.090

Output
**Energy relative to the best compared isomer or geometry (same formula, charge and spin)**: 228.5 kJ/mol
**Total charge**: -1
**HOMO level**: -3.38 eV
**E**: -7318.58318 eV

***

# 3
ORCA calculation (wB97M-V/def2-TZVPD) on a gas-phase ion, C3H7O2 (charge -1).

Last column: natural (NBO) charge in e.
Atoms and positions in Å:
O 1.011 -1.262 1.634  -0.760
O -0.816 1.360 -2.195  -0.959
C 0.250 -0.189 0.981  -0.071
C 0.310 -0.186 -0.595  -0.466
C -0.920 0.634 -1.060  -0.012
H -1.927 0.120 -1.086  0.092
H 0.505 0.729 1.576  0.150
H 1.265 0.349 -0.669  0.189
H 0.347 -1.203 -0.976  0.185
H -0.748 -0.277 1.429  0.160
H 1.812 -1.361 1.097  0.449
H -1.088 1.285 -0.136  0.043

Cartesian forces (eV/Å) of the 6 atoms listed first:
O 0.265 0.180 -0.793
O 0.547 -0.380 0.174
C -0.578 -0.627 1.534
C -0.318 0.541 2.790
C -0.713 2.072 -0.556
H 0.808 -1.054 0.405

Output
**Energy relative to the best compared isomer or geometry (same formula, charge and spin)**: 294.7 kJ/mol
**Total charge**: -1
**HOMO level**: -2.02 eV
**Structure (SMILES)**: [O-]CCCO
**E**: -7317.89679 eV

***

# 4
ORCA calculation (wB97M-V/def2-TZVPD) on a molecular structure, C3H7O2.

Last column: natural (NBO) charge in e.
Atoms and positions in Å:
O -0.100 1.445 0.083  -0.608
O 1.257 -0.531 0.274  -0.457
C -1.365 -0.606 0.003  -0.699
C -0.372 0.294 0.593  0.510
C 2.237 0.047 -0.117  0.345
H 2.062 1.026 -0.735  0.176
H -0.774 -1.551 -0.444  0.293
H 3.160 -0.484 0.083  0.207
H -0.376 1.610 -0.853  0.525
H -2.014 -0.912 0.679  0.252
H -0.288 0.159 1.614  0.211
H -1.977 0.048 -0.696  0.244

Cartesian forces (eV/Å) of the 6 atoms listed first:
O -0.232 1.495 -0.322
O -0.899 -1.145 1.351
C 2.978 0.372 -5.124
C 0.015 -0.382 -2.334
C -0.579 1.432 -1.599
H 0.964 -1.347 1.313

Output
**Energy relative to the best compared isomer or geometry (same formula, charge and spin)**: 137.7 kJ/mol
**Total charge**: +1
**HOMO level**: -16.52 eV
**E**: -7309.72878 eV

***

# 5
ORCA calculation (wB97M-V/def2-TZVPD) on 2 unconnected molecules or ions with the total composition C3H7O2P.

Last column: natural (NBO) charge in e.
Atoms and positions in Å:
P -1.150 -0.643 -1.918  0.311
O 2.385 0.296 1.566  -0.665
O 1.068 -0.978 -0.063  -0.483
C 1.407 0.282 0.609  0.298
C -1.666 0.183 -0.417  -0.729
C 0.190 -0.436 0.826  0.049
H -0.307 -1.061 1.624  0.206
H 2.032 -0.255 2.278  0.479
H 1.403 1.109 -0.024  0.183
H 0.172 -0.048 -1.816  -0.015
H -2.135 -0.274 0.344  0.185
H -1.755 1.294 -0.373  0.208
H -1.645 0.530 -2.636  -0.026

Cartesian forces (eV/Å) of the 6 atoms listed first:
P 0.038 1.686 -0.500
O -0.124 -0.268 -0.267
O 1.193 -0.040 0.375
C -0.538 -1.242 1.508
C 4.041 1.765 0.661
C -4.103 0.037 -1.403

Output
**Energy relative to the best compared isomer or geometry (same formula, charge and spin)**: 552.8 kJ/mol
**Total charge**: 0
**HOMO level**: -8.37 eV
**E**: -16602.95739 eV

***

# 6
ORCA calculation (wB97M-V/def2-TZVPD) on 2 unconnected molecules or ions with the total composition C3H7O2P.

Last column: natural (NBO) charge in e.
Atoms and positions in Å:
P -1.799 -0.917 -0.440  0.264
O 2.709 -0.183 -0.727  -0.691
O 1.012 -0.159 1.016  -0.487
C 1.397 -0.224 -0.395  0.283
C -1.722 0.826 0.020  -0.673
C 0.616 0.853 0.166  0.104
H -1.893 1.581 -0.686  0.216
H -0.786 -1.348 0.443  -0.017
H 3.171 -0.873 -0.272  0.489
H -2.709 -1.335 0.428  -0.048
H 0.919 1.834 0.436  0.193
H -1.695 0.922 1.035  0.201
H 0.779 -0.978 -1.022  0.166

Cartesian forces (eV/Å) of the 6 atoms listed first:
P 1.189 0.342 -1.910
O 0.026 1.281 -0.133
O 0.259 -0.413 -0.796
C -2.211 -1.485 -0.971
C 4.271 -1.950 -1.271
C -2.509 -0.241 0.031

Output
**Energy relative to the best compared isomer or geometry (same formula, charge and spin)**: 551.4 kJ/mol
**Total charge**: 0
**HOMO level**: -8.77 eV
**E**: -16602.97271 eV